Entry 1:
C6H12ClN3O2S2 | ωB97M-V/def2-TZVPD

Results
DFT total energy: -49169.2973 eV
Gap between HOMO and LUMO (spin up / spin down): 7.748 / 7.755 eV
HOMO energy (spin up / spin down): -7.34 / -7.35 eV
LUMO (spin up / spin down): 0.4 / 0.4 eV
Energy relative to the best compared isomer or geometry (same formula, charge and spin): 5.6 kcal/mol

Positions of all 26 atoms, in Å:
C: 1.244 -3.803 -1.854
C: 0.491 -3.113 -0.956
C: -0.393 -2.437 -2.841
C: -1.870 -0.323 -1.107
C: 0.220 2.102 0.817
C: 0.048 -0.019 2.139
N: -0.326 -2.108 -1.550
N: -0.970 -1.341 -0.737
N: 0.272 0.742 0.980
O: 1.246 0.244 -1.292
O: 2.616 -0.361 0.821
S: 0.935 -3.307 -3.500
S: 1.092 -0.328 0.037
Cl: 0.447 -3.513 0.692
H: 1.921 -4.578 -1.672
H: -0.972 -1.778 -3.527
H: -1.859 0.043 -2.116
H: -2.940 -0.580 -0.786
H: -1.503 0.532 -0.557
H: -0.667 2.509 1.282
H: 1.084 2.684 1.189
H: 0.174 2.163 -0.213
H: -1.016 -0.319 2.115
H: 0.735 -0.876 2.202
H: 0.137 0.510 3.049
H: 3.303 -0.397 0.144

natural (NBO) atomic charge list, values in e, 8 entries: -0.40 0.06 -0.30 -0.45 -0.41 -0.43 -0.08 -0.39

=====

Entry 2:
C6H12F2N5O | ωB97M-V/def2-TZVPD

Results
DFT total energy: -21335.3118 eV
Net charge: +1
Gap between HOMO and LUMO (spin up / spin down): 8.169 / 5.488 eV
HOMO energy (spin up / spin down): -12.50 / -11.16 eV
LUMO (spin up / spin down): -4.3 / -5.7 eV
Energy relative to the best compared isomer or geometry (same formula, charge and spin): 89.8 kcal/mol

Positions of all 26 atoms, in Å:
C: -3.226 -0.950 0.244
C: 1.717 0.380 -1.801
C: 2.018 -1.207 -0.079
C: 1.125 0.964 0.436
C: 0.525 0.836 1.742
C: -2.024 1.286 0.134
N: -2.804 -2.183 -0.089
N: -1.661 -2.123 -0.584
N: -1.289 -0.934 -0.573
N: -2.245 -0.097 -0.031
N: 1.190 -0.148 -0.488
O: -0.114 -0.224 2.242
F: -1.213 1.645 -0.863
F: -3.128 2.047 0.118
H: -4.073 -0.496 0.471
H: 1.426 -0.310 -2.471
H: 1.050 1.217 -1.991
H: 2.679 0.608 -1.687
H: 3.022 -0.718 0.074
H: 1.512 -1.747 0.681
H: 2.290 -1.908 -0.951
H: 0.686 1.849 0.002
H: 2.210 1.357 0.704
H: 0.721 1.752 2.338
H: -0.286 -0.551 -0.784
H: -0.108 -0.345 3.205

natural (NBO) atomic charge list, values in e, 8 entries: 0.20 -0.38 -0.43 -0.36 0.33 0.62 -0.22 0.06

=====

Entry 3:
C6H12F2OS | ωB97M-V/def2-TZVPD

Results
DFT total energy: -24729.7690 eV
Gap between HOMO and LUMO (spin up / spin down): 8.329 / 8.332 eV
HOMO energy (spin up / spin down): -8.44 / -8.44 eV
LUMO (spin up / spin down): -0.1 / -0.1 eV
Energy relative to the best compared isomer or geometry (same formula, charge and spin): 44.1 kcal/mol

Positions of all 22 atoms, in Å:
C: 1.608 -1.378 -0.746
C: 0.930 1.912 1.195
C: -2.553 0.422 1.649
C: 1.502 -0.400 0.367
C: 0.955 0.978 0.081
C: -1.266 0.584 -0.816
O: -1.498 -1.719 0.388
F: -1.230 0.214 -2.132
F: -1.869 1.790 -0.814
S: -2.366 -0.579 0.104
H: 0.641 -1.452 -1.287
H: 2.223 -0.963 -1.478
H: 2.018 -2.366 -0.321
H: 0.466 1.459 2.138
H: 0.282 2.751 1.065
H: 1.783 2.413 1.587
H: -2.984 1.447 1.404
H: -1.681 0.513 2.330
H: -3.444 0.086 2.276
H: 0.949 -0.843 1.256
H: 2.560 -0.268 0.832
H: 1.346 1.425 -0.958

natural (NBO) atomic charge list, values in e, 8 entries: -0.61 -0.71 -0.87 -0.47 -0.04 0.44 -0.97 -0.35

=====

Entry 4:
C6H12INO3 | ωB97M-V/def2-TZVPD

Results
DFT total energy: -22143.6763 eV
Gap between HOMO and LUMO: 8.594 eV
HOMO energy: -8.61 eV
LUMO: 0.0 eV
Energy relative to the best compared isomer or geometry (same formula, charge and spin): 57.7 kcal/mol

Positions of all 23 atoms, in Å:
C: 0.018 -2.228 -1.516
C: 0.517 -1.891 1.084
C: 0.899 2.244 0.535
C: 0.448 -1.336 -0.352
C: -0.272 1.537 1.213
C: -0.593 -0.136 -0.290
N: -0.625 0.865 -1.258
O: 0.344 1.129 -1.945
O: -1.640 1.626 -1.239
O: -1.427 2.095 1.207
I: -2.607 -0.643 0.300
H: -0.442 -1.746 -2.369
H: 0.971 -2.617 -1.838
H: -0.677 -2.918 -0.977
H: 0.658 -1.245 1.956
H: 1.506 -2.568 1.102
H: -0.297 -2.457 1.206
H: 0.850 2.628 -0.469
H: 1.898 1.765 0.630
H: 1.129 3.208 1.205
H: 1.287 -0.738 -0.692
H: -0.204 0.846 2.007
H: -1.741 2.582 0.501

natural (NBO) atomic charge list, values in e, 8 entries: -0.62 -0.60 -0.73 -0.29 0.36 -0.06 0.37 -0.43

=====

Entry 5:
C6H12MnN2OP | ωB97M-V/def2-TZVPD

Results
2S+1: 4
<S²>: 3.82
DFT total energy: -52046.7920 eV
Net charge: +1
Gap between HOMO and LUMO (spin up / spin down): 8.293 / 8.239 eV
HOMO energy (spin up / spin down): -11.52 / -11.27 eV
LUMO (spin up / spin down): -3.2 / -3.0 eV

Positions of all 23 atoms, in Å:
C: 1.786 -2.172 -0.763
C: 2.530 -1.023 -1.300
C: 1.717 -0.400 -2.248
C: 0.455 -1.150 -2.317
C: 0.566 -2.317 -1.495
Mn: 0.472 -0.413 -0.163
P: 0.787 -0.314 2.082
H: 2.181 -2.890 -0.040
H: 3.523 -0.706 -0.979
H: 1.949 0.502 -2.817
H: -0.170 -3.114 -1.390
H: -0.362 -0.938 -3.009
H: 0.742 0.966 2.684
H: 2.010 -0.804 2.604
H: -0.138 -1.016 2.893
N: -2.523 2.401 -0.296
C: -1.909 1.671 0.664
N: -2.276 1.798 1.960
O: -0.984 0.862 0.343
H: -3.276 3.063 -0.058
H: -2.243 2.302 -1.284
H: -1.813 1.241 2.693
H: -3.025 2.450 2.236

natural (NBO) atomic charge list, values in e, 8 entries: -0.33 -0.32 -0.30 -0.36 -0.33 1.01 0.13 0.25

=====

Entry 6:
C6H12N | ωB97M-V/def2-TZVPD

Results
DFT total energy: -7896.2113 eV
Net charge: +1
Gap between HOMO and LUMO: 10.837 eV
HOMO energy: -14.63 eV
LUMO: -3.8 eV
Energy relative to the best compared isomer or geometry (same formula, charge and spin): 88.8 kcal/mol

Positions of all 19 atoms, in Å:
C: 2.846 -0.135 -0.745
C: 2.160 0.468 0.014
C: -0.449 -1.300 0.850
C: -1.698 0.843 0.387
C: -0.380 -0.209 -1.456
C: -0.554 -0.017 -0.019
N: 1.068 0.810 0.713
H: 3.544 -0.388 -1.466
H: 0.539 -1.650 0.694
H: -0.559 -0.965 1.971
H: -1.158 -2.038 0.619
H: -1.883 0.820 1.408
H: -2.527 0.420 -0.139
H: -1.546 1.938 0.032
H: -1.276 -0.955 -1.396
H: -0.666 0.685 -1.965
H: 0.432 -0.674 -1.830
H: 1.013 1.846 0.629
H: 1.094 0.502 1.699

natural (NBO) atomic charge list, values in e, 8 entries: -0.14 0.09 -0.67 -0.69 -0.67 0.40 -0.68 0.26

=====

Entry 7:
C6H12N | ωB97M-V/def2-TZVPD

Results
DFT total energy: -7892.1077 eV
Net charge: +1
Gap between HOMO and LUMO: 4.239 eV
HOMO energy: -11.16 eV
LUMO: -6.9 eV
Energy relative to the best compared isomer or geometry (same formula, charge and spin): 183.4 kcal/mol

Positions of all 19 atoms, in Å:
C: -4.228 0.219 -0.096
C: 1.745 -1.458 -1.352
C: 1.357 -0.728 -0.179
C: -0.042 -0.228 -0.116
C: 2.424 1.101 1.223
C: 2.133 -0.415 1.011
N: -2.993 0.540 -0.556
H: -4.568 -0.815 -0.209
H: -3.771 0.891 -1.394
H: 1.336 -1.163 -2.285
H: 2.652 -2.184 -1.377
H: -0.522 -0.022 -1.077
H: -0.762 -0.939 0.325
H: 3.047 1.342 2.119
H: 3.003 1.673 0.420
H: 2.814 -1.136 1.516
H: -4.944 0.902 0.365
H: 1.520 1.667 1.288
H: -0.201 0.754 0.375

natural (NBO) atomic charge list, values in e, 8 entries: 0.08 -0.11 -0.13 -0.70 -0.74 0.30 -0.79 0.15

=====

Entry 8:
C6H12N | ωB97M-V/def2-TZVPD

Results
DFT total energy: -7896.0252 eV
Net charge: +1
Gap between HOMO and LUMO: 7.783 eV
HOMO energy: -13.10 eV
LUMO: -5.3 eV
Energy relative to the best compared isomer or geometry (same formula, charge and spin): 93.1 kcal/mol

Positions of all 19 atoms, in Å:
C: 2.777 -0.374 -1.228
C: 2.249 0.254 -0.299
C: -0.585 -1.504 0.661
C: -1.435 0.878 1.038
C: -0.741 -0.007 -1.327
C: -0.898 -0.148 0.108
N: 1.411 1.002 0.494
H: 2.992 -1.008 -2.093
H: -0.908 -2.320 -0.059
H: 0.451 -1.351 0.368
H: -0.793 -1.638 1.684
H: -2.446 0.544 1.198
H: -1.577 1.953 0.755
H: -1.095 0.801 2.026
H: -0.264 0.939 -1.605
H: -0.247 -0.844 -1.738
H: -1.783 0.061 -1.825
H: 1.493 2.002 0.415
H: 1.397 0.760 1.428

natural (NBO) atomic charge list, values in e, 8 entries: -0.25 0.09 -0.73 -0.75 -0.76 0.60 -0.82 0.27

=====

Entry 9:
C6H12N2 | ωB97M-V/def2-TZVPD

Results
2S+1: 2
<S²>: 0.75
DFT total energy: -9394.9760 eV
Net charge: -1
Gap between HOMO and LUMO (spin up / spin down): 2.740 / 8.848 eV
HOMO energy (spin up / spin down): 1.17 / -5.08 eV
LUMO (spin up / spin down): 3.9 / 3.8 eV
Energy relative to the best compared isomer or geometry (same formula, charge and spin): 13.3 kcal/mol

Positions of all 20 atoms, in Å:
C: 1.922 0.554 -1.606
C: 0.744 -2.186 0.269
C: 1.142 -0.341 -0.721
C: 0.468 -0.038 0.412
N: 1.186 -1.715 -0.867
N: 0.334 -1.211 1.136
H: 0.431 -3.219 0.297
H: -0.584 -1.417 1.582
H: 0.277 0.883 0.927
H: 2.981 0.313 -1.526
H: 1.830 1.622 -1.406
H: 1.625 0.492 -2.651
C: -2.290 1.713 -0.183
C: -2.358 2.058 1.301
H: -1.283 1.826 -0.540
H: -2.583 0.670 -0.320
H: -2.907 2.341 -0.828
H: -1.556 1.544 1.845
H: -3.188 1.539 1.798
H: -2.337 3.122 1.518

natural (NBO) atomic charge list, values in e, 8 entries: -0.64 0.04 0.05 -0.24 -0.49 -0.67 0.18 0.26

=====

Entry 10:
C6H12N2 | ωB97M-V/def2-TZVPD

Results
DFT total energy: -9392.9007 eV
Gap between HOMO and LUMO: 8.861 eV
HOMO energy: -8.01 eV
LUMO: 0.9 eV
SMILES: C=N/C=C/C[C@H](C)N
Energy relative to the best compared isomer or geometry (same formula, charge and spin): 91.1 kcal/mol

Positions of all 20 atoms, in Å:
C: -2.190 -1.772 2.429
N: -1.451 -1.854 1.346
C: -0.205 -1.296 1.085
C: -0.061 0.020 0.645
C: 1.191 0.597 0.365
C: 1.093 0.586 -1.224
C: 0.488 2.022 -1.616
N: 0.270 -0.406 -1.985
H: -1.757 -1.570 3.383
H: -3.217 -2.225 2.593
H: 0.492 -2.150 1.156
H: -0.972 0.407 0.680
H: 1.376 1.655 0.678
H: 2.164 0.142 0.561
H: 2.156 0.548 -1.624
H: 0.634 2.355 -2.637
H: 0.766 2.716 -0.877
H: -0.581 1.848 -1.625
H: -0.657 -0.213 -1.838
H: 0.461 -1.409 -1.495

natural (NBO) atomic charge list, values in e, 8 entries: -0.04 -0.41 -0.05 -0.26 -0.47 -0.02 -0.62 -0.81

=====

Entry 11:
C6H12N2 | ωB97M-V/def2-TZVPD

Results
DFT total energy: -9384.5378 eV
Gap between HOMO and LUMO: 9.147 eV
HOMO energy: -8.98 eV
LUMO: 0.2 eV
Energy relative to the best compared isomer or geometry (same formula, charge and spin): 283.9 kcal/mol

Positions of all 20 atoms, in Å:
C: 0.221 2.122 -1.127
C: -0.015 0.653 -0.839
C: 2.001 -1.892 -0.304
C: -0.765 -0.008 0.334
C: -0.669 0.683 1.703
C: -1.429 -1.330 0.285
H: 1.372 2.204 -1.636
H: -0.702 2.655 -2.300
H: 0.327 3.136 -0.103
H: -0.414 0.204 -1.852
H: 2.340 -1.713 1.353
H: 2.523 -2.619 -1.169
H: -1.411 1.721 1.658
H: 0.548 0.949 2.159
H: -1.106 -0.276 2.324
H: -0.972 -1.871 1.062
H: -2.647 -1.154 0.062
H: -1.004 -1.912 -0.618
N: 0.698 -0.255 -0.024
N: 1.104 -1.295 -0.967

natural (NBO) atomic charge list, values in e, 8 entries: -0.60 -0.15 -0.01 0.05 -0.64 -0.64 0.23 0.21

=====

Entry 12:
C6H12N2 | ωB97M-V/def2-TZVPD

Results
DFT total energy: -9396.1742 eV
Gap between HOMO and LUMO: 9.447 eV
HOMO energy: -8.53 eV
LUMO: 0.9 eV
SMILES: Cc1c[nH]cn1.CC
Energy relative to the best compared isomer or geometry (same formula, charge and spin): 15.6 kcal/mol

Positions of all 20 atoms, in Å:
C: 0.830 -1.352 -1.282
C: -0.539 -0.785 -0.996
C: -1.604 -1.504 -0.487
N: -2.644 -0.624 -0.394
C: -2.285 0.480 -1.085
N: -1.021 0.424 -1.447
H: 0.820 -2.137 -2.025
H: 1.060 -1.806 -0.305
H: 1.641 -0.647 -1.418
H: -1.596 -2.471 -0.009
H: -3.602 -0.852 -0.171
H: -2.955 1.263 -1.397
C: 0.837 1.202 1.753
C: 2.147 1.224 0.937
H: 0.808 1.972 2.523
H: 0.091 1.365 0.970
H: 0.584 0.328 2.366
H: 2.940 1.235 1.696
H: 2.122 2.239 0.545
H: 2.366 0.445 0.224

natural (NBO) atomic charge list, values in e, 8 entries: -0.64 0.10 -0.13 -0.52 0.16 -0.47 0.22 0.22

=====

Question: What is the DFT total energy in the first record?
Answer: -49169.2973 eV